[1]
DFT (wB97M-V/def2-TZVPD) results for C43H44BrN2P2RbS4Te as an isolated structure.

Properties
- Highest occupied orbital energy: -0.219 hartree
- Total charge: 0
- Total energy: -6916.02431 Ha
- HOMO-LUMO gap: 0.2086 Eh
- Relative energy (zero: lowest compared OMol25 entry of this formula, charge and spin): 0.437 eV
- Maximum force: 0.6 eV/A

```
98
Properties=species:S:1:pos:R:3:forces:R:3
Rb -0.625 1.349 1.393 0.1 0.0 0.4
C 0.914 -2.031 4.420 0.0 0.0 0.0
C 2.187 -1.193 4.412 0.0 0.0 0.0
S 2.484 -0.492 2.774 0.0 0.0 0.0
C 3.722 0.769 3.167 0.0 0.0 0.0
C 3.346 1.791 4.243 0.0 0.0 0.0
S 1.686 2.448 3.966 -0.1 0.1 -0.1
C 1.142 2.824 5.647 0.0 0.0 0.0
C -0.336 3.217 5.636 0.1 0.0 0.1
S -1.478 2.164 4.707 -0.2 0.2 0.0
C -1.788 0.778 5.821 0.1 -0.1 0.0
C -0.705 -0.293 5.847 0.0 0.0 0.0
S -0.614 -1.088 4.223 0.0 0.0 0.0
H 0.856 -2.592 5.355 0.0 0.0 0.0
H 0.918 -2.760 3.607 0.0 0.0 0.0
H 3.035 -1.820 4.697 0.0 0.0 0.0
H 2.102 -0.388 5.144 0.0 0.0 0.0
H 3.898 1.276 2.215 0.0 0.0 0.0
H 4.663 0.295 3.451 0.0 0.0 0.0
H 4.085 2.592 4.230 0.0 0.0 0.0
H 3.373 1.339 5.236 0.0 0.0 0.0
H 1.712 3.659 6.059 0.0 0.0 0.0
H 1.317 1.957 6.287 0.0 0.0 0.0
H -0.446 4.200 5.175 0.0 0.0 0.0
H -0.700 3.308 6.660 0.0 0.0 0.0
H -2.722 0.341 5.461 0.0 0.0 0.0
H -1.985 1.166 6.821 0.1 0.0 0.0
H -0.957 -1.043 6.601 0.0 0.0 0.0
H 0.259 0.142 6.107 0.0 0.0 0.0
Te -2.597 -0.056 -4.071 0.2 -0.3 -0.1
C -1.676 -1.799 -4.919 0.0 0.1 0.0
C -0.626 -1.693 -5.824 0.0 0.0 -0.1
C 0.039 -2.843 -6.230 0.0 0.0 0.0
N -0.265 -4.065 -5.798 0.0 0.0 0.0
C -1.282 -4.163 -4.941 0.0 0.0 0.0
C -2.011 -3.075 -4.483 0.0 0.0 0.0
C -1.682 -0.092 -2.231 -0.3 0.6 0.0
P -2.511 -0.444 -0.705 -0.1 -0.3 0.1
C -4.199 -1.002 -1.148 0.0 0.1 0.0
C -4.534 -2.321 -1.439 0.0 0.0 0.0
C -5.829 -2.656 -1.811 0.0 0.0 0.0
C -6.808 -1.675 -1.898 0.0 0.0 0.0
C -6.487 -0.358 -1.604 0.0 0.0 0.0
C -5.194 -0.029 -1.226 0.0 0.0 0.0
C -1.810 -2.046 -0.088 -0.1 -0.1 0.0
C -1.143 -2.944 -0.918 0.0 0.1 0.0
C -0.598 -4.114 -0.411 0.0 0.0 0.0
C -0.718 -4.410 0.941 0.0 0.0 0.0
C -1.388 -3.529 1.781 0.0 0.0 0.0
C -1.922 -2.354 1.266 0.0 0.0 0.0
P -0.210 0.790 -1.826 0.3 -0.3 0.0
C 1.137 -0.484 -1.756 0.1 0.1 -0.2
C 1.223 -1.520 -2.689 0.0 0.0 0.0
C 2.214 -2.483 -2.604 0.0 0.0 0.0
C 3.138 -2.437 -1.565 0.0 0.0 0.0
C 3.059 -1.427 -0.621 0.0 0.0 0.0
C 2.062 -0.459 -0.717 0.1 0.0 -0.1
C 0.314 1.772 -3.280 -0.1 0.1 0.0
C -0.363 2.978 -3.478 0.0 0.0 0.0
C -0.042 3.817 -4.531 0.0 0.0 0.0
C 0.980 3.470 -5.407 0.0 0.0 0.0
C 1.670 2.284 -5.215 0.0 0.0 0.0
C 1.340 1.440 -4.160 0.0 0.0 0.0
H -0.311 -0.725 -6.194 0.0 0.0 0.0
H 0.868 -2.775 -6.928 0.0 0.0 0.0
H -1.525 -5.165 -4.602 0.0 0.0 0.0
H -2.821 -3.222 -3.778 0.0 0.0 0.0
H -3.779 -3.095 -1.376 0.0 0.0 0.0
H -6.075 -3.686 -2.037 0.0 0.0 0.0
H -7.816 -1.938 -2.191 0.0 0.0 0.0
H -7.245 0.414 -1.668 0.0 0.0 0.0
H -4.944 1.002 -0.999 0.0 0.0 0.0
H -1.051 -2.700 -1.971 0.0 0.0 0.0
H -0.075 -4.796 -1.071 0.0 0.0 0.0
H -0.294 -5.324 1.338 0.0 0.0 0.0
H -1.499 -3.755 2.835 0.0 0.0 0.0
H -2.449 -1.672 1.927 0.0 0.0 0.0
H 0.484 -1.573 -3.479 0.0 0.0 0.0
H 2.261 -3.276 -3.342 0.0 0.0 0.0
H 3.910 -3.192 -1.490 0.0 0.0 0.0
H 3.765 -1.400 0.200 0.0 0.0 0.0
H 2.018 0.332 0.029 0.0 -0.1 0.0
H -1.161 3.251 -2.795 0.0 0.0 0.0
H -0.588 4.742 -4.671 0.0 0.0 0.0
H 1.235 4.123 -6.232 0.0 0.0 0.0
H 2.469 2.007 -5.892 0.0 0.0 0.0
H 1.891 0.517 -4.028 0.0 0.0 0.0
Br 5.362 5.758 -0.033 0.0 0.0 0.0
C 3.703 4.871 0.139 0.1 0.0 0.0
C 3.440 3.739 -0.607 0.0 0.0 0.0
C 2.208 3.124 -0.435 0.0 0.1 -0.1
N 1.277 3.554 0.418 0.1 0.1 0.0
C 1.555 4.658 1.111 0.0 -0.1 0.0
C 2.745 5.358 1.011 0.0 0.0 0.0
H 4.156 3.344 -1.313 0.0 0.0 0.0
H 1.954 2.257 -1.030 0.0 0.0 0.0
H 0.790 5.003 1.798 0.0 0.0 0.0
H 2.918 6.248 1.599 0.0 0.0 0.0
```
Positions in Å, forces in eV/Å.

Löwdin population analysis, charges in e, atoms 1 to 8: atom 1 (Rb): 0.472, atom 2 (C): -0.521, atom 3 (C): -0.523, atom 4 (S): 0.853, atom 5 (C): -0.520, atom 6 (C): -0.516, atom 7 (S): 0.825, atom 8 (C): -0.524

***

[2]
DFT (wB97M-V/def2-TZVPD) results for C43H44ClF2N4O6SiZr as an isolated structure.

Properties
- Highest occupied orbital energy: -0.145 hartree
- Total charge: -1
- Total energy: -3332.19556 Ha
- HOMO-LUMO gap: 0.2362 Eh
- Relative energy (zero: lowest compared OMol25 entry of this formula, charge and spin): 1.315 eV
- Maximum force: 1.2 eV/A

```
102
Properties=species:S:1:pos:R:3:forces:R:3
Zr -0.055 0.409 -0.274 -0.9 -0.3 -0.2
O 1.532 0.294 -1.605 0.5 -0.2 -0.2
C 2.795 0.006 -1.510 -0.1 0.0 0.0
C 3.494 -0.471 -2.638 0.1 0.0 -0.1
C 4.822 -0.835 -2.562 0.0 0.0 0.1
C 5.532 -0.725 -1.357 -0.1 0.0 -0.1
C 4.874 -0.218 -0.255 0.0 0.0 0.1
C 3.524 0.156 -0.304 0.0 0.1 0.3
C 2.926 0.738 0.886 0.2 -0.1 -0.4
N 1.684 1.015 1.000 -0.2 0.1 0.6
N 1.295 1.676 2.169 0.3 0.0 0.0
C 0.077 2.134 2.049 0.2 -0.1 0.0
O -0.664 2.020 0.998 0.3 0.3 0.7
C -0.492 2.825 3.244 -0.2 0.1 -0.2
C 0.153 2.829 4.480 0.0 0.0 0.0
C -0.421 3.487 5.559 0.0 0.0 0.0
C -1.639 4.148 5.413 0.1 0.0 0.0
C -2.287 4.137 4.184 0.0 0.0 0.0
C -1.716 3.472 3.105 -0.1 0.1 0.1
H 2.935 -0.559 -3.565 0.1 0.0 0.1
H 5.323 -1.212 -3.449 0.0 0.0 0.1
H 6.574 -1.018 -1.297 -0.1 0.0 0.0
H 5.404 -0.102 0.686 0.0 0.0 0.0
H 3.573 1.002 1.715 0.2 0.1 0.1
H 1.099 2.309 4.572 -0.1 0.0 0.0
H 0.082 3.484 6.522 0.0 0.0 -0.1
H -2.080 4.670 6.256 0.0 -0.1 -0.1
H -3.240 4.645 4.064 0.1 0.0 0.0
H -2.209 3.444 2.139 0.0 0.0 0.1
F 1.012 -2.924 4.165 0.2 -0.1 0.2
C 0.037 -2.452 3.349 -0.1 0.1 -0.1
C 0.334 -1.447 2.465 0.1 0.2 0.1
C -0.618 -0.942 1.581 0.1 -0.2 0.0
C -1.920 -1.462 1.693 -0.3 0.1 -0.1
C -2.169 -2.488 2.596 0.0 0.0 0.0
F -3.408 -3.026 2.712 -0.2 -0.1 0.0
C -1.212 -3.022 3.431 -0.1 -0.1 0.1
C -2.985 -0.789 0.906 0.1 -0.1 0.2
C -4.328 -1.161 0.851 -0.1 0.0 0.1
C -5.237 -0.324 0.226 -0.1 -0.1 0.0
C -4.799 0.864 -0.329 0.0 0.1 0.0
C -3.438 1.121 -0.303 0.0 0.0 0.0
N -2.559 0.312 0.271 0.1 -0.3 -0.4
H 1.333 -1.027 2.488 0.0 0.0 0.0
H -1.444 -3.826 4.117 0.0 0.1 0.0
H -4.659 -2.085 1.293 0.0 0.0 0.0
H -6.286 -0.602 0.181 0.1 0.0 0.0
H -5.482 1.567 -0.790 0.1 0.0 0.0
H -3.026 2.009 -0.757 0.0 0.0 -0.1
C -1.230 -3.459 -1.134 0.0 -0.3 0.4
Si -1.059 -1.692 -1.825 -0.3 -0.2 -0.1
C -0.071 -1.958 -3.433 0.4 0.2 -0.2
C -2.794 -1.438 -2.574 -0.3 0.3 0.0
H -1.231 -4.207 -1.940 0.0 0.1 0.1
H -2.172 -3.562 -0.573 0.2 0.0 -0.1
H -0.414 -3.695 -0.436 -0.2 0.0 -0.1
H -0.672 -2.498 -4.175 0.1 0.0 0.1
H 0.853 -2.525 -3.260 -0.1 0.1 -0.1
H 0.223 -0.988 -3.863 -0.1 -0.2 0.0
H -3.067 -2.287 -3.216 0.0 0.1 0.0
H -2.819 -0.519 -3.178 0.0 -0.2 0.1
H -3.566 -1.340 -1.796 0.1 0.0 -0.2
O 1.532 -1.953 -0.063 0.1 0.0 -0.1
C 2.261 -2.928 0.020 0.1 -0.2 0.3
C 2.546 -3.757 -1.212 0.2 -0.2 0.1
C 3.907 -4.452 -1.262 -0.1 0.0 0.0
C 3.943 -5.783 -0.508 0.0 0.1 0.0
C 3.287 -5.693 0.873 0.0 0.0 -0.1
C 3.643 -4.402 1.604 -0.1 0.1 -0.2
N 2.803 -3.267 1.226 0.1 -0.1 -0.3
H 2.450 -3.054 -2.033 0.0 0.0 -0.1
H 1.726 -4.477 -1.323 0.0 0.0 0.0
H 4.668 -3.770 -0.869 0.0 0.0 0.0
H 4.170 -4.627 -2.307 0.0 0.0 0.0
H 4.984 -6.105 -0.398 0.0 0.0 0.0
H 3.434 -6.552 -1.097 0.0 0.0 0.0
H 3.599 -6.545 1.483 0.0 0.0 0.0
H 2.198 -5.745 0.786 0.1 0.0 0.0
H 4.704 -4.171 1.446 0.0 0.0 0.0
H 3.499 -4.536 2.674 0.0 0.0 0.1
H 2.520 -2.648 1.965 -0.1 0.1 0.1
C -0.159 5.631 -2.025 -0.1 0.1 0.1
C -1.581 5.236 -1.702 0.2 0.2 0.1
C -2.229 5.797 -0.602 0.1 0.0 0.1
C -3.555 5.513 -0.330 0.0 0.0 0.0
Cl -4.324 6.241 1.061 0.0 0.0 -0.1
C -4.282 4.674 -1.156 -0.1 -0.1 0.0
C -3.639 4.086 -2.232 -0.2 -0.1 0.0
C -2.303 4.345 -2.494 0.0 0.1 0.0
O -1.782 3.742 -3.601 0.1 -0.2 -0.2
C -0.515 3.084 -3.481 -0.1 -0.1 -0.2
C -0.281 2.407 -2.140 -0.7 -0.3 0.2
O -1.085 1.428 -1.838 0.4 1.0 -0.7
O 0.632 2.778 -1.412 0.2 -0.1 0.1
H 0.116 6.523 -1.465 0.0 0.0 0.0
H -0.054 5.847 -3.090 0.0 0.1 0.0
H 0.540 4.832 -1.770 -0.1 0.1 0.0
H -1.683 6.476 0.045 -0.1 -0.1 -0.1
H -5.324 4.464 -0.945 0.1 0.0 0.0
H -4.162 3.390 -2.880 0.0 0.1 0.0
H 0.298 3.774 -3.675 0.1 0.0 0.0
H -0.526 2.309 -4.242 0.0 -0.1 -0.1
```
Positions in Å, forces in eV/Å.

Löwdin population analysis, charges in e, atoms 1 to 8: atom 1 (Zr): 1.683, atom 2 (O): -0.247, atom 3 (C): -0.347, atom 4 (C): -0.016, atom 5 (C): -0.099, atom 6 (C): -0.122, atom 7 (C): -0.062, atom 8 (C): -0.148

***

highest occupied orbital energy of number 1 (C43H44BrN2P2RbS4Te)?
-0.219 hartree

***

Which of these has the highest HOMO-LUMO gap?
C43H44ClF2N4O6SiZr

***

Number 2 is which compound?
C43H44ClF2N4O6SiZr

***

Look up the maximum force of the second one.
1.2 eV/A